Entry w
ORCA calculation (ωB97M-V with the def2-TZVPD basis set) on 11 unconnected molecules or ions with the total composition C44H55F33O22.

## Properties
2S+1: 1
Structure (SMILES): CCOC(=O)C(F)(F)F.CCOC(=O)C(F)(F)F.CCOC(=O)C(F)(F)F.CCOC(=O)C(F)(F)F.CCOC(=O)C(F)(F)F.CCOC(=O)C(F)(F)F.CCOC(=O)C(F)(F)F.CCOC(=O)C(F)(F)F.CCOC(=O)C(F)(F)F.CCOC(=O)C(F)(F)F.CCOC(=O)C(F)(F)F
LUMO level: 0.115 eV
Highest occupied orbital energy: -10.76 eV

Bonds (Å) are listed after each position.
Geometry (Å):
1 C 2.541 4.541 3.385  C2 1.533, H10 1.090, H11 1.097, H12 1.086
2 C 2.035 3.190 3.903  C1 1.533, O3 1.439, H13 1.088, H14 1.087
3 O 2.034 3.261 5.341  C2 1.439, C4 1.320
4 C 0.951 3.665 5.978  O3 1.320, O5 1.201, C6 1.563
5 O -0.081 4.007 5.469  C4 1.201
6 C 1.099 3.664 7.534  C4 1.563, F7 1.326, F8 1.336, F9 1.323
7 F 2.310 3.266 7.899  C6 1.326
8 F 0.933 4.939 7.897  C6 1.336
9 F 0.167 2.908 8.089  C6 1.323
10 H 2.914 4.567 2.361  C1 1.090
11 H 3.532 4.556 3.857  C1 1.097
12 H 1.914 5.360 3.724  C1 1.086
13 H 2.808 2.484 3.609  C2 1.088
14 H 1.091 2.911 3.442  C2 1.087
15 C 2.079 -0.390 4.498  C16 1.527, H24 1.094, H25 1.090, H26 1.090
16 C 0.787 -0.211 5.292  C15 1.527, O17 1.449, H27 1.089, H28 1.088
17 O 1.168 -0.325 6.685  C16 1.449, C18 1.342
18 C 0.119 -0.391 7.520  O17 1.342, O19 1.191, C20 1.542
19 O -1.028 -0.433 7.205  C18 1.191
20 C 0.498 -0.390 9.015  C18 1.542, F21 1.329, F22 1.339, F23 1.331
21 F 0.204 -1.588 9.508  C20 1.329
22 F 1.813 -0.220 9.196  C20 1.339
23 F -0.235 0.537 9.629  C20 1.331
24 H 1.935 -0.087 3.457  C15 1.094
25 H 2.354 -1.444 4.488  C15 1.090
26 H 2.914 0.234 4.815  C15 1.090
27 H 0.141 -1.048 5.030  C16 1.089
28 H 0.304 0.741 5.080  C16 1.088
29 C 3.210 -4.168 -4.195  C30 1.523, H38 1.089, H39 1.094, H40 1.096
30 C 2.886 -5.140 -5.321  C29 1.523, O31 1.454, H41 1.089, H42 1.087
31 O 1.682 -4.675 -5.990  C30 1.454, C32 1.320
32 C 0.528 -5.070 -5.485  O31 1.320, O33 1.201, C34 1.550
33 O 0.397 -5.787 -4.529  C32 1.201
34 C -0.717 -4.517 -6.224  C32 1.550, F35 1.319, F36 1.351, F37 1.328
35 F -1.561 -5.492 -6.506  C34 1.319
36 F -1.298 -3.586 -5.437  C34 1.351
37 F -0.361 -3.970 -7.380  C34 1.328
38 H 4.047 -4.414 -3.543  C29 1.089
39 H 2.330 -3.909 -3.599  C29 1.094
40 H 3.403 -3.130 -4.491  C29 1.096
41 H 2.647 -6.152 -4.998  C30 1.089
42 H 3.696 -5.225 -6.040  C30 1.087
43 C -4.439 5.611 3.193  C44 1.508, H52 1.091, H53 1.097, H54 1.086
44 C -4.888 4.666 4.278  C43 1.508, O45 1.415, H55 1.094, H56 1.088
45 O -4.028 3.542 4.299  C44 1.415, C46 1.335
46 C -3.644 2.925 5.418  O45 1.335, O47 1.200, C48 1.534
47 O -4.079 3.216 6.498  C46 1.200
48 C -2.854 1.623 5.235  C46 1.534, F49 1.327, F50 1.340, F51 1.331
49 F -1.710 1.763 5.894  C48 1.327
50 F -3.604 0.636 5.744  C48 1.340
51 F -2.612 1.322 3.961  C48 1.331
52 H -3.352 5.701 3.153  C43 1.091
53 H -4.648 6.668 3.401  C43 1.097
54 H -4.870 5.556 2.197  C43 1.086
55 H -5.889 4.364 3.957  C44 1.094
56 H -5.032 5.158 5.238  C44 1.088
57 C 0.649 1.081 -7.643  C58 1.522, H66 1.090, H67 1.085, H68 1.090
58 C 0.164 0.095 -6.590  C57 1.522, O59 1.437, H69 1.095, H70 1.093
59 O -0.441 0.815 -5.505  C58 1.437, C60 1.333
60 C 0.261 1.021 -4.390  O59 1.333, O61 1.204, C62 1.518
61 O 1.230 0.351 -4.141  C60 1.204
62 C -0.424 1.870 -3.334  C60 1.518, F63 1.333, F64 1.340, F65 1.325
63 F -1.105 2.880 -3.876  C62 1.333
64 F -1.348 1.085 -2.764  C62 1.340
65 F 0.395 2.334 -2.402  C62 1.325
66 H -0.279 1.422 -8.104  C57 1.090
67 H 1.349 0.655 -8.355  C57 1.085
68 H 1.045 1.914 -7.062  C57 1.090
69 H 0.891 -0.636 -6.223  C58 1.095
70 H -0.492 -0.683 -6.989  C58 1.093
71 C 1.632 -5.910 -0.343  C72 1.514, H80 1.089, H81 1.090, H82 1.091
72 C 0.292 -5.447 -0.875  C71 1.514, O73 1.436, H83 1.090, H84 1.090
73 O -0.638 -5.276 0.206  C72 1.436, C74 1.324
74 C -0.838 -4.039 0.633  O73 1.324, O75 1.202, C76 1.542
75 O -0.311 -3.058 0.181  C74 1.202
76 C -1.815 -4.004 1.825  C74 1.542, F77 1.329, F78 1.338, F79 1.328
77 F -1.259 -3.270 2.784  C76 1.329
78 F -2.978 -3.418 1.518  C76 1.338
79 F -2.011 -5.242 2.263  C76 1.328
80 H 1.517 -6.736 0.358  C71 1.089
81 H 2.156 -5.090 0.148  C71 1.090
82 H 2.220 -6.271 -1.187  C71 1.091
83 H -0.123 -6.195 -1.550  C72 1.090
84 H 0.386 -4.568 -1.512  C72 1.090
85 C -8.096 4.856 -0.253  C86 1.502, H94 1.090, H95 1.090, H96 1.091
86 C -6.973 4.174 0.473  C85 1.502, O87 1.410, H97 1.092, H98 1.096
87 O -5.714 4.671 0.074  C86 1.410, C88 1.326
88 C -4.598 3.976 0.245  O87 1.326, O89 1.193, C90 1.567
89 O -4.522 2.867 0.677  C88 1.193
90 C -3.287 4.662 -0.270  C88 1.567, F91 1.325, F92 1.330, F93 1.352
91 F -2.342 3.761 -0.495  C90 1.325
92 F -3.493 5.498 -1.284  C90 1.330
93 F -2.813 5.416 0.747  C90 1.352
94 H -9.055 4.548 0.165  C85 1.090
95 H -8.050 4.583 -1.308  C85 1.090
96 H -8.088 5.940 -0.138  C85 1.091
97 H -7.052 3.091 0.358  C86 1.092
98 H -7.107 4.335 1.548  C86 1.096
99 C 4.172 -3.005 0.513  C100 1.489, H108 1.095, H109 1.092, H110 1.090
100 C 4.042 -2.529 1.918  C99 1.489, O101 1.428, H111 1.090, H112 1.094
101 O 5.264 -2.484 2.656  C100 1.428, C102 1.331
102 C 6.050 -1.411 2.657  O101 1.331, O103 1.190, C104 1.542
103 O 5.931 -0.345 2.141  C102 1.190
104 C 7.308 -1.708 3.498  C102 1.542, F105 1.368, F106 1.365, F107 1.315
105 F 8.401 -1.117 2.926  C104 1.368
106 F 7.193 -0.992 4.655  C104 1.365
107 F 7.562 -2.979 3.722  C104 1.315
108 H 4.642 -3.994 0.505  C99 1.095
109 H 4.827 -2.470 -0.178  C99 1.092
110 H 3.226 -3.121 -0.018  C99 1.090
111 H 3.441 -3.201 2.531  C100 1.090
112 H 3.600 -1.533 2.014  C100 1.094
113 C 4.211 1.791 -4.811  C114 1.517, H122 1.088, H123 1.090, H124 1.092
114 C 4.006 0.856 -5.988  C113 1.517, O115 1.450, H125 1.089, H126 1.089
115 O 4.774 -0.350 -5.750  C114 1.450, C116 1.324
116 C 4.846 -1.211 -6.754  O115 1.324, O117 1.203, C118 1.517
117 O 3.985 -1.390 -7.575  C116 1.203
118 C 6.007 -2.185 -6.694  C116 1.517, F119 1.351, F120 1.337, F121 1.321
119 F 6.403 -2.456 -7.957  C118 1.351
120 F 7.060 -1.660 -6.059  C118 1.337
121 F 5.640 -3.315 -6.115  C118 1.321
122 H 5.260 2.056 -4.705  C113 1.088
123 H 3.793 1.367 -3.897  C113 1.090
124 H 3.593 2.674 -4.983  C113 1.092
125 H 4.362 1.326 -6.904  C114 1.089
126 H 2.955 0.577 -6.036  C114 1.089
127 C -4.135 -0.013 -0.574  C128 1.494, H136 1.092, H137 1.089, H138 1.093
128 C -5.371 -0.786 -0.244  C127 1.494, O129 1.412, H139 1.091, H140 1.092
129 O -6.052 -1.290 -1.373  C128 1.412, C130 1.343
130 C -6.941 -0.484 -1.977  O129 1.343, O131 1.197, C132 1.531
131 O -7.148 0.636 -1.610  C130 1.197
132 C -7.504 -1.123 -3.249  C130 1.531, F133 1.344, F134 1.323, F135 1.328
133 F -8.534 -0.379 -3.688  C132 1.344
134 F -6.571 -1.141 -4.186  C132 1.323
135 F -7.938 -2.350 -2.984  C132 1.328
136 H -3.400 -0.526 -1.197  C127 1.092
137 H -3.615 0.341 0.315  C127 1.089
138 H -4.353 0.908 -1.121  C127 1.093
139 H -6.040 -0.185 0.373  C128 1.091
140 H -5.046 -1.652 0.335  C128 1.092
141 C 2.371 -1.639 -1.826  C142 1.503, H150 1.090, H151 1.089, H152 1.091
142 C 2.395 -0.347 -1.058  C141 1.503, O143 1.434, H153 1.094, H154 1.088
143 O 1.119 -0.208 -0.417  C142 1.434, C144 1.320
144 C 1.002 0.606 0.615  O143 1.320, O145 1.208, C146 1.524
145 O 1.973 1.039 1.189  C144 1.208
146 C -0.413 0.710 1.171  C144 1.524, F147 1.325, F148 1.338, F149 1.346
147 F -0.890 -0.491 1.463  C146 1.325
148 F -0.434 1.411 2.311  C146 1.338
149 F -1.198 1.436 0.354  C146 1.346
150 H 3.336 -1.906 -2.258  C141 1.090
151 H 1.663 -1.498 -2.641  C141 1.089
152 H 2.097 -2.432 -1.129  C141 1.091
153 H 2.338 0.505 -1.742  C142 1.094
154 H 3.261 -0.215 -0.412  C142 1.088

Löwdin population analysis, charges in e, atoms 1 to 8: atom 1 (C): -0.045, atom 2 (C): -0.200, atom 3 (O): 0.030, atom 4 (C): -0.392, atom 5 (O): 0.153, atom 6 (C): -0.557, atom 7 (F): 0.181, atom 8 (F): 0.172



Entry x
ORCA calculation (ωB97M-V with the def2-TZVPD basis set) on 11 unconnected molecules or ions with the total composition C44H55F33O22.

## Properties
2S+1: 1
Structure (SMILES): CCOC(=O)C(F)(F)F.CCOC(=O)C(F)(F)F.CCOC(=O)C(F)(F)F.CCOC(=O)C(F)(F)F.CCOC(=O)C(F)(F)F.CCOC(=O)C(F)(F)F.CCOC(=O)C(F)(F)F.CCOC(=O)C(F)(F)F.CCOC(=O)C(F)(F)F.CCOC(=O)C(F)(F)F.CCOC(=O)C(F)(F)F
LUMO level: 0.335 eV
Highest occupied orbital energy: -10.63 eV

Bonds (Å) are listed after each position.
Geometry (Å):
1 C 3.445 -9.554 0.714  C2 1.505, H10 1.093, H11 1.094, H12 1.087
2 C 3.816 -8.854 -0.566  C1 1.505, O3 1.421, H13 1.092, H14 1.094
3 O 3.084 -7.686 -0.910  C2 1.421, C4 1.336
4 C 1.959 -7.829 -1.616  O3 1.336, O5 1.190, C6 1.538
5 O 1.637 -8.799 -2.227  C4 1.190
6 C 1.135 -6.531 -1.568  C4 1.538, F7 1.338, F8 1.335, F9 1.348
7 F 1.663 -5.596 -0.770  C6 1.338
8 F 0.989 -6.030 -2.797  C6 1.335
9 F -0.062 -6.877 -1.053  C6 1.348
10 H 2.501 -10.105 0.676  C1 1.093
11 H 3.236 -8.810 1.489  C1 1.094
12 H 4.217 -10.229 1.073  C1 1.087
13 H 3.950 -9.541 -1.404  C2 1.092
14 H 4.832 -8.472 -0.424  C2 1.094
15 C 6.626 -5.239 -3.896  C16 1.531, H24 1.089, H25 1.091, H26 1.093
16 C 7.099 -3.959 -3.203  C15 1.531, O17 1.440, H27 1.088, H28 1.086
17 O 6.203 -3.688 -2.108  C16 1.440, C18 1.320
18 C 5.707 -2.466 -2.048  O17 1.320, O19 1.199, C20 1.552
19 O 6.128 -1.496 -2.611  C18 1.199
20 C 4.418 -2.375 -1.188  C18 1.552, F21 1.316, F22 1.322, F23 1.335
21 F 3.559 -1.570 -1.778  C20 1.316
22 F 3.930 -3.585 -0.978  C20 1.322
23 F 4.777 -1.822 -0.027  C20 1.335
24 H 6.641 -5.149 -4.981  C15 1.089
25 H 5.615 -5.532 -3.610  C15 1.091
26 H 7.208 -6.133 -3.657  C15 1.093
27 H 6.967 -3.212 -3.983  C16 1.088
28 H 8.149 -3.961 -2.929  C16 1.086
29 C -2.550 0.580 1.131  C30 1.539, H38 1.092, H39 1.093, H40 1.088
30 C -1.532 0.505 -0.020  C29 1.539, O31 1.408, H41 1.091, H42 1.093
31 O -1.206 -0.851 -0.214  C30 1.408, C32 1.329
32 C -0.026 -1.161 -0.741  O31 1.329, O33 1.193, C34 1.551
33 O 0.696 -0.362 -1.254  C32 1.193
34 C 0.351 -2.665 -0.705  C32 1.551, F35 1.340, F36 1.334, F37 1.335
35 F 0.688 -2.975 -1.965  C34 1.340
36 F 1.381 -2.845 0.123  C34 1.334
37 F -0.642 -3.480 -0.341  C34 1.335
38 H -3.397 -0.023 0.799  C29 1.092
39 H -2.867 1.624 1.208  C29 1.093
40 H -2.181 0.305 2.116  C29 1.088
41 H -0.693 1.139 0.271  C30 1.091
42 H -1.969 0.947 -0.919  C30 1.093
43 C -3.577 5.865 4.197  C44 1.504, H52 1.097, H53 1.096, H54 1.091
44 C -3.511 4.368 4.334  C43 1.504, O45 1.446, H55 1.094, H56 1.091
45 O -4.613 3.632 3.756  C44 1.446, C46 1.340
46 C -4.459 3.258 2.479  O45 1.340, O47 1.189, C48 1.543
47 O -3.563 3.471 1.728  C46 1.189
48 C -5.748 2.507 2.087  C46 1.543, F49 1.339, F50 1.330, F51 1.338
49 F -6.680 3.370 1.662  C48 1.339
50 F -5.484 1.576 1.174  C48 1.330
51 F -6.275 1.870 3.139  C48 1.338
52 H -2.814 6.402 4.773  C43 1.097
53 H -4.434 6.256 4.756  C43 1.096
54 H -3.613 6.201 3.160  C43 1.091
55 H -3.394 4.184 5.405  C44 1.094
56 H -2.599 3.875 3.993  C44 1.091
57 C 0.103 -5.364 3.009  C58 1.512, H66 1.087, H67 1.095, H68 1.091
58 C -0.287 -3.918 3.215  C57 1.512, O59 1.437, H69 1.092, H70 1.089
59 O 0.890 -3.152 2.909  C58 1.437, C60 1.308
60 C 0.928 -1.851 3.034  O59 1.308, O61 1.200, C62 1.543
61 O 0.040 -1.183 3.487  C60 1.200
62 C 2.326 -1.235 2.817  C60 1.543, F63 1.333, F64 1.322, F65 1.334
63 F 2.680 -0.712 3.992  C62 1.333
64 F 3.214 -2.119 2.396  C62 1.322
65 F 2.245 -0.236 1.937  C62 1.334
66 H 0.754 -5.621 2.177  C57 1.087
67 H -0.837 -5.902 2.854  C57 1.095
68 H 0.513 -5.818 3.912  C57 1.091
69 H -0.575 -3.743 4.254  C58 1.092
70 H -1.108 -3.579 2.585  C58 1.089
71 C 3.202 1.534 -2.337  C72 1.502, H80 1.089, H81 1.095, H82 1.091
72 C 4.677 1.747 -2.146  C71 1.502, O73 1.427, H83 1.091, H84 1.091
73 O 5.200 2.327 -3.340  C72 1.427, C74 1.313
74 C 5.203 3.623 -3.549  O73 1.313, O75 1.196, C76 1.534
75 O 5.093 4.468 -2.710  C74 1.196
76 C 5.410 4.005 -5.021  C74 1.534, F77 1.339, F78 1.331, F79 1.336
77 F 6.587 4.624 -5.175  C76 1.339
78 F 5.359 2.955 -5.837  C76 1.331
79 F 4.448 4.850 -5.405  C76 1.336
80 H 2.795 1.099 -1.426  C71 1.089
81 H 2.986 0.763 -3.083  C71 1.095
82 H 2.760 2.419 -2.797  C71 1.091
83 H 5.171 0.782 -2.024  C72 1.091
84 H 4.981 2.327 -1.272  C72 1.091
85 C -4.980 -4.275 3.651  C86 1.518, H94 1.090, H95 1.094, H96 1.090
86 C -4.283 -3.254 2.771  C85 1.518, O87 1.417, H97 1.092, H98 1.093
87 O -4.442 -3.401 1.370  C86 1.417, C88 1.334
88 C -3.596 -4.255 0.793  O87 1.334, O89 1.187, C90 1.563
89 O -2.824 -4.970 1.343  C88 1.187
90 C -3.854 -4.305 -0.748  C88 1.563, F91 1.340, F92 1.319, F93 1.329
91 F -5.115 -3.936 -1.010  C90 1.340
92 F -3.023 -3.467 -1.338  C90 1.319
93 F -3.707 -5.557 -1.170  C90 1.329
94 H -4.733 -5.315 3.441  C85 1.090
95 H -6.071 -4.239 3.563  C85 1.094
96 H -4.835 -4.028 4.703  C85 1.090
97 H -3.250 -3.100 3.088  C86 1.092
98 H -4.745 -2.290 2.998  C86 1.093
99 C -1.136 1.331 -4.736  C100 1.520, H108 1.089, H109 1.090, H110 1.089
100 C 0.316 1.726 -4.522  C99 1.520, O101 1.426, H111 1.093, H112 1.090
101 O 0.430 3.144 -4.610  C100 1.426, C102 1.340
102 C 1.484 3.715 -5.210  O101 1.340, O103 1.196, C104 1.538
103 O 2.322 3.091 -5.794  C102 1.196
104 C 1.405 5.250 -5.178  C102 1.538, F105 1.347, F106 1.336, F107 1.330
105 F 0.106 5.604 -5.152  C104 1.347
106 F 2.021 5.745 -4.100  C104 1.336
107 F 1.923 5.813 -6.266  C104 1.330
108 H -1.566 1.905 -5.554  C99 1.089
109 H -1.669 1.523 -3.805  C99 1.090
110 H -1.190 0.278 -5.009  C99 1.089
111 H 0.925 1.285 -5.315  C100 1.093
112 H 0.721 1.333 -3.589  C100 1.090
113 C -3.814 4.065 -2.621  C114 1.538, H122 1.090, H123 1.088, H124 1.090
114 C -4.186 2.803 -1.825  C113 1.538, O115 1.432, H125 1.089, H126 1.093
115 O -4.287 1.723 -2.760  C114 1.432, C116 1.324
116 C -4.467 0.515 -2.248  O115 1.324, O117 1.203, C118 1.562
117 O -4.780 0.276 -1.112  C116 1.203
118 C -4.221 -0.613 -3.300  C116 1.562, F119 1.331, F120 1.331, F121 1.324
119 F -5.298 -1.386 -3.417  C118 1.331
120 F -3.949 -0.142 -4.514  C118 1.331
121 F -3.220 -1.345 -2.835  C118 1.324
122 H -3.294 3.761 -3.530  C113 1.090
123 H -3.174 4.722 -2.037  C113 1.088
124 H -4.695 4.616 -2.949  C113 1.090
125 H -4.987 3.060 -1.133  C114 1.089
126 H -3.371 2.554 -1.141  C114 1.093
127 C 0.731 1.080 4.489  C128 1.518, H136 1.087, H137 1.099, H138 1.085
128 C -0.227 2.234 4.716  C127 1.518, O129 1.437, H139 1.092, H140 1.090
129 O 0.204 2.881 5.925  C128 1.437, C130 1.308
130 C -0.025 4.135 6.216  O129 1.308, O131 1.199, C132 1.548
131 O -0.643 4.883 5.512  C130 1.199
132 C 0.644 4.572 7.542  C130 1.548, F133 1.330, F134 1.333, F135 1.347
133 F 1.809 5.161 7.293  C132 1.330
134 F -0.138 5.388 8.248  C132 1.333
135 F 0.820 3.477 8.307  C132 1.347
136 H 1.575 1.281 3.834  C127 1.087
137 H 0.144 0.416 3.839  C127 1.099
138 H 0.930 0.488 5.376  C127 1.085
139 H -1.245 1.902 4.936  C128 1.092
140 H -0.265 2.927 3.876  C128 1.090
141 C -1.045 6.928 1.548  C142 1.495, H150 1.093, H151 1.104, H152 1.094
142 C -1.962 5.910 0.948  C141 1.495, O143 1.421, H153 1.090, H154 1.084
143 O -1.397 5.271 -0.189  C142 1.421, C144 1.328
144 C -0.669 4.172 -0.028  O143 1.328, O145 1.197, C146 1.533
145 O -0.617 3.498 0.960  C144 1.197
146 C -0.012 3.749 -1.346  C144 1.533, F147 1.334, F148 1.325, F149 1.331
147 F -0.982 3.352 -2.171  C146 1.334
148 F 0.772 4.708 -1.816  C146 1.325
149 F 0.719 2.668 -1.086  C146 1.331
150 H 0.019 6.687 1.605  C141 1.093
151 H -1.347 7.118 2.592  C141 1.104
152 H -1.045 7.947 1.150  C141 1.094
153 H -2.852 6.421 0.581  C142 1.090
154 H -2.265 5.232 1.737  C142 1.084

Löwdin population analysis, charges in e, atoms 1 to 8: atom 1 (C): -0.062, atom 2 (C): -0.225, atom 3 (O): 0.032, atom 4 (C): -0.386, atom 5 (O): 0.184, atom 6 (C): -0.529, atom 7 (F): 0.156, atom 8 (F): 0.179



Here is how they stack up, most stable first: entry w, entry x.